# C4H8OS2

One molecule with the formula C4H8OS2 at a distorted geometry (ωB97M-V/def2-TZVPD, the Open Molecules 2025 dataset).

Each line ends with the natural charge from an NBO analysis.
Positions of all 15 atoms, in Å:
S (-1.3777, -1.5452, 1.4703)  0.02
S (-0.6383, -0.0592, 2.7713)  0.88
O (-1.7821, 0.7640, 3.1779)  -0.84
C (0.8005, 0.0115, -1.5827)  -0.61
C (-0.1393, -1.2268, 0.1618)  -0.52
C (-0.2553, 0.1906, -0.4567)  -0.35
C (0.1364, 1.3208, 0.3451)  -0.29
H (-0.1721, -1.9284, -0.6832)  0.24
H (0.8785, -1.3791, 0.6370)  0.22
H (1.9355, 0.0556, -1.3416)  0.22
H (1.2287, 1.5125, 0.3752)  0.19
H (-1.2830, 0.4013, -0.9027)  0.23
H (0.6280, -0.9201, -2.1267)  0.20
H (0.6487, 0.7839, -2.4185)  0.22
H (-0.6086, 2.0186, 0.5737)  0.20

Computed properties:
electronic energy = -1028.7048 a.u.
LUMO energy (alpha / beta) = -0.03 / -0.83 eV
HOMO energy (alpha / beta) = -0.3098 / -0.3055 Eh
Kohn-Sham gap (alpha / beta) = 8.40 / 7.48 eV
total charge = 0